Below is a cluster of 9 separate species, C37H88N4O9 in total in a non-equilibrium geometry, with properties calculated with ωB97M-V/def2-TZVPD.

Properties
Energy relative to the best compared isomer or geometry (same formula, charge and spin) = 93.1 kJ/mol
Structure (SMILES) = CC1(C)CCCC(C)(C)N1O.CC1(C)CCCC(C)(C)N1O.CC1(C)CCCC(C)(C)N1O.CC1(C)CCCC(C)(C)N1O.CO.O.O.O.O
Orbital gap = 7.82 eV
Calculated total energy = -2358.54030 Ha
E_HOMO = -7.84 eV

Last column: Mulliken charge in e.
Element x y z (Å)
C1 15.813 18.724 10.426  -1.998
C2 15.569 17.232 10.195  1.446
C3 16.807 16.438 10.681  -1.734
C4 14.323 16.851 11.050  -1.126
C5 13.762 15.470 10.703  -1.095
C6 13.517 15.352 9.217  -0.896
C7 14.742 15.601 8.338  2.041
C8 15.778 14.459 8.318  -1.795
C9 14.199 15.827 6.924  -1.375
N1 15.348 16.872 8.784  0.483
O1 16.319 17.378 7.915  -0.483
H1 16.763 19.073 10.021  0.370
H2 15.015 19.262 9.912  0.479
H3 15.818 18.864 11.505  0.444
H4 17.304 16.963 11.500  0.490
H5 16.643 15.417 11.028  0.288
H6 17.528 16.333 9.869  0.294
H7 14.647 16.814 12.092  0.447
H8 13.578 17.647 10.991  0.427
H9 14.468 14.708 11.041  0.356
H10 12.806 15.223 11.168  0.448
H11 12.709 16.035 8.947  0.351
H12 13.115 14.345 9.070  0.433
H13 16.752 14.725 7.903  0.368
H14 15.397 13.633 7.715  0.426
H15 16.051 14.123 9.319  0.332
H16 14.939 16.022 6.152  -0.469
H17 13.480 16.649 6.912  0.385
H18 13.596 14.965 6.632  0.357
H19 15.875 18.059 7.400  0.327
C10 11.394 15.272 4.409  -1.737
C11 10.145 15.406 5.232  2.134
C12 10.393 15.758 6.695  -1.866
C13 9.273 16.503 4.546  -1.203
C14 7.805 16.395 4.953  -0.839
C15 7.281 15.106 4.277  -1.169
C16 8.007 13.824 4.798  1.498
C17 7.275 13.351 6.088  -1.795
C18 7.864 12.724 3.751  -1.881
N2 9.425 14.082 5.125  0.419
O2 10.065 13.018 5.695  -0.470
H20 12.168 14.772 4.997  -0.274
H21 11.227 14.832 3.429  0.640
H22 11.905 16.222 4.221  0.304
H23 10.994 14.974 7.166  0.404
H24 10.892 16.721 6.778  0.446
H25 9.468 15.634 7.262  0.287
H26 9.577 17.485 4.924  0.475
H27 9.410 16.554 3.466  0.420
H28 7.647 16.290 6.026  0.351
H29 7.158 17.189 4.577  0.420
H30 7.336 15.129 3.189  0.372
H31 6.225 15.105 4.556  0.404
H32 6.197 13.342 5.919  0.441
H33 7.449 13.964 6.976  0.353
H34 7.549 12.335 6.379  0.400
H35 8.490 11.910 4.122  0.397
H36 8.207 12.970 2.743  0.386
H37 6.856 12.358 3.550  0.387
H38 10.007 13.100 6.660  0.324
C19 11.854 18.077 -2.449  -1.881
C20 12.729 18.196 -1.202  1.337
C21 12.712 16.802 -0.528  -1.862
C22 14.200 18.432 -1.631  -0.637
C23 14.448 19.858 -2.169  -0.859
C24 14.028 20.855 -1.099  -1.137
C25 12.585 20.651 -0.559  1.721
C26 12.346 21.527 0.704  -1.925
C27 11.588 21.213 -1.614  -1.754
N3 12.340 19.226 -0.232  1.428
O3 11.083 19.052 0.376  -0.642
H39 11.923 18.861 -3.203  0.280
H40 11.927 17.166 -3.044  0.433
H41 10.836 18.081 -2.045  0.429
H42 13.307 16.804 0.388  0.149
H43 11.682 16.560 -0.266  0.410
H44 13.133 16.059 -1.203  0.437
H45 14.779 18.186 -0.735  -0.150
H46 14.508 17.704 -2.381  0.460
H47 15.515 19.972 -2.359  0.417
H48 13.879 19.983 -3.089  0.375
H49 14.010 21.872 -1.495  0.391
H50 14.681 20.856 -0.222  0.339
H51 11.321 21.519 1.070  0.435
H52 12.572 22.565 0.448  0.483
H53 13.044 21.359 1.526  0.318
H54 10.573 20.982 -1.287  0.357
H55 11.743 20.816 -2.614  0.290
H56 11.702 22.296 -1.628  0.506
H57 11.292 19.154 1.309  0.260
C28 18.757 14.833 -1.847  -1.635
C29 18.834 14.081 -0.514  1.803
C30 20.261 13.544 -0.305  -1.897
C31 18.475 15.002 0.662  -1.514
C32 16.984 15.346 0.833  1.107
C33 16.210 14.006 1.003  -1.165
C34 16.457 13.027 -0.179  1.724
C35 15.912 11.687 0.280  -2.129
C36 15.736 13.560 -1.435  -1.371
N4 17.917 12.932 -0.419  0.151
O4 18.250 11.898 -1.326  -0.491
H58 19.063 14.115 -2.611  0.423
H59 19.400 15.710 -1.857  0.384
H60 17.712 15.082 -2.024  0.285
H61 20.319 13.108 0.692  0.440
H62 20.913 14.422 -0.250  0.386
H63 20.606 12.930 -1.132  0.366
H64 18.793 14.556 1.605  0.339
H65 19.038 15.926 0.505  0.526
H66 16.523 15.903 0.016  -0.169
H67 16.887 15.934 1.745  -0.601
H68 15.137 14.208 1.008  0.126
H69 16.400 13.551 1.974  0.472
H70 16.064 10.924 -0.490  0.441
H71 16.434 11.340 1.170  0.439
H72 14.835 11.651 0.443  0.332
H73 14.684 13.257 -1.414  0.465
H74 15.739 14.643 -1.537  0.084
H75 16.035 13.095 -2.379  0.267
H76 17.810 12.161 -2.149  0.386
C37 17.346 19.217 2.159  -0.180
O5 16.445 19.551 3.201  -0.686
H77 18.222 19.855 2.103  0.378
H78 17.608 18.153 2.138  0.051
H79 16.720 19.251 1.257  -0.057
H80 15.553 19.316 2.913  0.395
O6 13.902 19.070 2.170  -0.349
H81 13.499 19.196 1.281  -0.236
H82 13.160 19.062 2.784  0.102
O7 16.491 16.942 4.385  -0.691
H83 16.634 16.658 5.296  0.112
H84 16.613 17.903 4.403  0.379
O8 14.269 16.272 2.777  0.185
H85 15.024 16.216 3.381  0.342
H86 14.177 17.214 2.605  -0.168
O9 14.173 13.530 3.429  -0.624
H87 13.329 13.161 3.706  0.320
H88 13.966 14.425 3.131  0.296

=====

Below is a cluster of 8 separate species, C37H90Br3N3O3 in total in a non-equilibrium geometry, with properties calculated with ωB97M-V/def2-TZVPD.

Properties
Orbital gap (spin up / spin down) = 3.54 / 7.96 eV
Total charge = -1
Calculated total energy = -9575.60176 Ha
<S²> = 0.755
E_HOMO (spin up / spin down) = -1.32 / -5.74 eV
Spin multiplicity = 2

Last column: Mulliken charge in e.
Element x y z (Å)
C1 -0.915 0.415 3.283  0.835
Br1 -2.691 1.196 2.712  -0.361
Br2 -0.948 -1.535 2.903  -0.253
Br3 -0.422 0.944 5.144  -0.372
H1 -0.178 0.892 2.637  -0.784
C2 5.934 3.944 4.243  -1.280
C3 5.966 2.445 4.467  -0.036
C4 6.340 1.974 5.845  -0.540
C5 7.830 2.101 6.264  -0.576
C6 8.023 1.483 7.640  -0.472
C7 8.070 -0.103 7.574  -1.145
H2 6.940 4.341 4.104  0.331
H3 5.434 4.422 5.086  0.292
H4 5.322 4.094 3.354  0.379
H5 4.968 2.060 4.259  -0.026
H6 6.598 1.971 3.716  0.377
H7 6.012 0.937 5.920  0.280
H8 5.748 2.584 6.527  0.219
H9 8.538 1.715 5.531  0.337
H10 7.987 3.180 6.273  0.312
H11 9.067 1.701 7.865  0.285
H12 7.432 1.859 8.475  0.353
H13 7.104 -0.521 7.293  0.306
H14 8.756 -0.458 6.804  0.293
H15 8.452 -0.565 8.484  0.353
C8 1.439 4.414 1.767  -0.811
C9 0.399 5.051 2.631  -0.465
C10 -1.029 4.629 2.241  0.223
C11 -2.091 5.537 2.866  -0.882
C12 -2.091 5.430 4.434  -0.252
C13 -3.485 5.927 5.054  -1.292
H16 1.279 4.684 0.723  0.377
H17 1.412 3.329 1.864  -0.146
H18 2.435 4.649 2.142  0.300
H19 0.688 4.810 3.654  0.301
H20 0.503 6.136 2.644  0.376
H21 -1.178 3.594 2.550  -0.315
H22 -1.048 4.564 1.153  0.282
H23 -1.942 6.581 2.591  0.370
H24 -3.067 5.261 2.468  0.325
H25 -1.834 4.389 4.630  0.309
H26 -1.313 5.991 4.952  0.288
H27 -3.500 5.754 6.130  0.364
H28 -3.585 6.999 4.886  0.333
H29 -4.379 5.517 4.585  0.322
C14 -2.391 -7.464 -1.290  -1.260
C15 -1.833 -6.972 0.009  -0.298
C16 -2.184 -5.507 0.363  -0.363
C17 -0.958 -4.663 0.950  -0.098
C18 -0.462 -5.125 2.327  -0.456
C19 1.076 -5.108 2.279  -1.143
H30 -3.453 -7.238 -1.384  0.314
H31 -2.452 -8.549 -1.380  0.496
H32 -1.738 -7.149 -2.104  0.241
H33 -2.176 -7.533 0.878  0.295
H34 -0.743 -6.959 0.014  0.222
H35 -2.998 -5.563 1.087  0.375
H36 -2.716 -4.988 -0.435  -0.168
H37 -0.150 -4.692 0.219  0.351
H38 -1.298 -3.630 1.024  -0.152
H39 -0.933 -4.511 3.095  0.402
H40 -0.764 -6.104 2.699  0.338
H41 1.421 -5.714 1.440  0.384
H42 1.427 -4.090 2.110  0.026
H43 1.436 -5.404 3.264  0.402
C20 -4.402 -7.510 -6.474  -1.331
C21 -4.144 -6.025 -6.247  -0.464
C22 -3.479 -5.766 -4.918  -0.382
C23 -3.640 -4.303 -4.500  -1.075
C24 -3.032 -4.113 -3.097  0.253
C25 -3.398 -2.802 -2.470  -1.368
H44 -4.732 -7.684 -7.498  0.393
H45 -5.057 -7.983 -5.742  0.338
H46 -3.516 -8.140 -6.546  0.323
H47 -3.551 -5.588 -7.050  0.307
H48 -5.075 -5.477 -6.387  0.380
H49 -2.453 -6.130 -4.968  0.340
H50 -3.932 -6.443 -4.193  0.180
H51 -3.231 -3.592 -5.217  0.442
H52 -4.695 -4.050 -4.401  0.378
H53 -3.403 -4.877 -2.413  -0.149
H54 -1.976 -4.379 -3.051  0.356
H55 -3.023 -2.621 -1.463  0.401
H56 -2.891 -2.011 -3.023  0.265
H57 -4.449 -2.513 -2.508  0.427
C26 -4.001 2.988 -1.055  -1.582
C27 -3.171 1.774 -1.559  0.713
C28 -3.915 1.050 -2.725  -0.616
O1 -4.355 1.854 -3.850  -0.384
C29 -4.992 1.225 -4.956  -0.768
N1 -1.983 2.367 -2.125  -0.658
H58 -4.827 2.546 -0.498  0.409
H59 -4.399 3.692 -1.785  0.288
H60 -3.477 3.467 -0.227  0.375
H61 -2.734 1.109 -0.813  0.180
H62 -4.780 0.472 -2.401  0.552
H63 -3.302 0.291 -3.212  0.210
H64 -5.055 1.789 -5.886  0.292
H65 -6.067 1.226 -4.778  0.312
H66 -4.574 0.246 -5.189  0.235
H67 -2.415 2.904 -2.864  0.266
H68 -1.490 1.633 -2.613  0.034
C30 1.975 1.329 -3.782  -0.862
C31 2.495 2.105 -5.053  0.122
C32 1.351 2.274 -6.046  -0.955
O2 0.117 2.623 -5.542  -0.278
C33 -0.051 3.911 -4.951  -0.658
N2 3.105 3.320 -4.513  -0.727
H69 1.517 1.903 -2.976  0.110
H70 2.704 0.616 -3.396  0.473
H71 1.242 0.602 -4.130  0.224
H72 3.254 1.454 -5.487  0.418
H73 1.138 1.278 -6.433  0.335
H74 1.641 2.959 -6.843  0.447
H75 0.579 4.014 -4.068  0.148
H76 -1.037 4.172 -4.565  0.273
H77 0.265 4.729 -5.598  0.357
H78 4.044 3.066 -4.240  0.303
H79 2.626 3.570 -3.660  0.276
C34 -0.078 -0.874 -1.339  -1.010
C35 0.439 0.065 -0.239  2.052
C36 1.711 -0.393 0.434  -0.844
O3 1.884 0.449 1.510  0.013
C37 3.034 0.154 2.235  -0.937
N3 0.564 1.428 -0.691  -0.110
H80 0.478 -0.946 -2.273  0.200
H81 -1.081 -0.552 -1.620  -0.034
H82 -0.275 -1.886 -0.985  0.198
H83 -0.268 0.018 0.590  -0.770
H84 2.576 -0.290 -0.221  0.358
H85 1.695 -1.391 0.872  -0.070
H86 3.173 0.886 3.031  0.129
H87 3.951 0.254 1.654  0.396
H88 3.021 -0.798 2.767  0.307
H89 0.951 2.144 -0.093  0.092
H90 -0.223 1.825 -1.185  0.128

=====

Below is a cluster of 8 separate species, C37H90F7N8O8 in total, with properties calculated with ωB97M-V/def2-TZVPD.

Properties
Energy relative to the best compared isomer or geometry (same formula, charge and spin) = 0.0 kJ/mol
Orbital gap = 5.84 eV
Total charge = -1
Calculated total energy = -3202.64891 Ha
E_HOMO = -4.07 eV

Last column: Mulliken charge in e.
Element x y z (Å)
C1 -7.213 -3.830 3.428  -1.625
C2 -6.033 -3.785 2.447  1.785
C3 -6.555 -3.950 1.019  -1.798
C4 -4.978 -4.837 2.900  0.505
C5 -4.352 -5.676 1.776  -1.747
C6 -3.876 -4.125 3.705  -0.158
O1 -3.136 -3.284 2.837  -0.114
N1 -2.785 -2.017 3.488  -0.790
C7 -2.934 -1.084 2.556  0.889
F1 -4.305 -0.560 2.322  -0.467
F2 -2.609 -1.423 1.240  -0.317
C8 -2.135 0.243 2.928  0.753
F3 -2.957 1.318 3.147  -0.372
F4 -1.384 0.122 4.070  -0.314
C9 -1.099 0.727 1.867  0.383
F5 -0.697 1.973 2.197  -0.296
F6 -0.004 -0.059 1.870  -0.235
F7 -1.568 0.803 0.613  -0.246
H1 -7.734 -4.791 3.340  0.409
H2 -7.942 -3.044 3.197  0.454
H3 -6.883 -3.682 4.460  0.157
H4 -5.559 -2.805 2.544  -0.417
H5 -7.427 -3.301 0.875  0.470
H6 -6.865 -4.982 0.823  0.309
H7 -5.820 -3.645 0.271  0.237
H8 -5.476 -5.534 3.590  0.242
H9 -5.031 -6.444 1.401  0.415
H10 -3.427 -6.139 2.136  0.459
H11 -4.063 -5.037 0.936  0.240
H12 -4.316 -3.521 4.506  -0.218
H13 -3.206 -4.880 4.150  0.463
C10 -3.067 4.127 7.666  -1.607
C11 -3.330 3.086 6.581  0.432
C12 -4.111 1.871 7.082  -0.720
O2 -3.338 0.976 7.859  -0.257
C13 -3.193 1.316 9.218  -0.825
N2 -2.070 2.723 5.941  -0.707
H14 -2.269 3.811 8.338  0.289
H15 -2.752 5.066 7.211  0.395
H16 -3.962 4.319 8.262  0.351
H17 -3.954 3.560 5.817  0.436
H18 -4.451 1.296 6.217  0.295
H19 -5.004 2.183 7.644  0.472
H20 -4.099 1.791 9.611  0.378
H21 -2.341 1.981 9.388  0.223
H22 -3.014 0.392 9.767  0.262
H23 -2.254 2.122 5.144  0.217
H24 -1.555 2.129 6.585  0.362
C14 -1.781 -1.210 -4.231  -1.464
C15 -3.097 -0.858 -3.552  0.585
C16 -3.350 -1.631 -2.252  -0.481
O3 -3.735 -2.978 -2.449  -0.389
C17 -2.671 -3.897 -2.601  -0.779
N3 -4.189 -1.017 -4.521  -0.798
H25 -1.838 -2.174 -4.738  0.207
H26 -1.536 -0.464 -4.987  0.303
H27 -0.960 -1.250 -3.513  0.383
H28 -3.058 0.201 -3.277  0.372
H29 -4.187 -1.158 -1.732  0.288
H30 -2.485 -1.579 -1.581  0.263
H31 -1.814 -3.619 -1.982  0.307
H32 -2.350 -3.984 -3.644  0.278
H33 -3.036 -4.870 -2.272  0.302
H34 -5.053 -0.681 -4.106  0.293
H35 -4.339 -2.015 -4.646  0.333
C18 2.008 -1.643 0.223  -1.252
C19 2.763 -2.873 -0.269  0.493
C20 4.260 -2.629 -0.522  -0.826
O4 4.548 -1.905 -1.705  -0.365
C21 4.466 -0.502 -1.579  -0.794
N4 2.072 -3.410 -1.444  -0.643
H36 1.808 -0.949 -0.593  0.091
H37 1.047 -1.933 0.641  0.264
H38 2.568 -1.115 0.998  0.345
H39 2.714 -3.633 0.518  0.420
H40 4.751 -3.598 -0.648  0.346
H41 4.727 -2.133 0.340  0.410
H42 4.845 -0.147 -0.615  0.321
H43 3.441 -0.151 -1.721  0.290
H44 5.090 -0.069 -2.365  0.328
H45 2.496 -4.291 -1.719  0.264
H46 2.235 -2.782 -2.229  0.238
C22 -6.699 -2.130 9.752  -1.380
C23 -6.491 -3.546 9.232  0.376
C24 -5.331 -3.686 8.234  -0.716
O5 -5.616 -3.211 6.942  -0.303
C25 -5.434 -1.822 6.722  -0.885
N5 -7.758 -4.040 8.685  -0.781
H47 -7.177 -1.497 9.005  0.267
H48 -7.347 -2.145 10.629  0.355
H49 -5.753 -1.670 10.033  0.307
H50 -6.236 -4.177 10.090  0.414
H51 -5.121 -4.753 8.113  0.317
H52 -4.416 -3.216 8.621  0.372
H53 -4.592 -1.438 7.304  0.416
H54 -6.337 -1.251 6.961  0.290
H55 -5.211 -1.689 5.663  0.278
H56 -7.656 -5.020 8.438  0.278
H57 -7.911 -3.571 7.797  0.337
C26 1.211 0.558 -5.739  -1.754
C27 2.621 0.450 -5.174  0.797
C28 3.744 0.641 -6.196  -0.610
O6 3.969 -0.465 -7.051  -0.450
C29 3.116 -0.546 -8.173  -0.685
N6 2.708 -0.823 -4.452  -0.241
H58 0.925 -0.344 -6.281  0.373
H59 0.510 0.671 -4.914  0.440
H60 1.098 1.414 -6.409  0.355
H61 2.744 1.255 -4.444  -0.145
H62 4.679 0.783 -5.648  0.235
H63 3.579 1.551 -6.790  0.490
H64 2.868 0.449 -8.556  0.295
H65 2.189 -1.080 -7.947  0.257
H66 3.647 -1.098 -8.948  0.264
H67 3.592 -0.880 -3.956  0.122
H68 2.758 -1.570 -5.139  0.287
C30 4.671 6.441 -3.400  -1.505
C31 4.240 5.790 -4.710  0.146
C32 3.400 4.521 -4.527  -0.855
O7 4.142 3.378 -4.153  -0.025
C33 4.414 3.249 -2.770  -0.362
N7 5.426 5.553 -5.537  -0.481
H69 5.484 5.891 -2.927  0.261
H70 5.031 7.453 -3.588  0.363
H71 3.841 6.501 -2.694  0.383
H72 3.606 6.506 -5.241  0.481
H73 2.950 4.269 -5.492  0.320
H74 2.578 4.689 -3.819  0.473
H75 3.589 3.633 -2.164  0.392
H76 5.339 3.757 -2.486  0.226
H77 4.534 2.186 -2.561  -0.244
H78 5.144 5.221 -6.455  0.267
H79 5.929 4.766 -5.132  0.219
C34 10.987 5.213 -6.943  -1.482
C35 9.596 5.543 -6.413  0.374
C36 9.192 4.741 -5.169  -0.684
O8 8.806 3.405 -5.423  -0.217
C37 9.860 2.469 -5.520  -0.788
N8 8.625 5.411 -7.501  -0.754
H80 10.997 4.263 -7.478  0.293
H81 11.310 5.982 -7.644  0.371
H82 11.719 5.159 -6.134  0.345
H83 9.600 6.593 -6.104  0.381
H84 8.309 5.219 -4.738  0.259
H85 9.985 4.769 -4.409  0.460
H86 10.675 2.718 -4.832  0.343
H87 10.257 2.403 -6.536  0.244
H88 9.456 1.495 -5.247  0.234
H89 7.719 5.733 -7.168  0.272
H90 8.495 4.419 -7.682  0.337

=====

> Which of these has the lowest calculated total energy?

C37H90Br3N3O3